[1]
Computed, not measured: a structure of composition C37H18Br2F15GeN3RhS, with ωB97M-V/def2-TZVPD.

For the lowest unoccupied orbital energy, the calculation gives -4.1 eV. For the HOMO energy, the calculation gives -11.17 eV. As for the frontier orbital gap: 7.062 eV. The energy is -10816.48610 a.u. As for the net charge: +1.

Element x y z (Å)
1 C -2.600 0.075 1.192
2 Rh -0.103 -0.096 -0.304
3 C 3.835 1.494 0.222
4 C -1.058 -4.007 2.584
5 C 4.726 0.508 -0.171
6 C 2.478 1.275 0.064
7 F -2.335 -3.836 4.556
8 C 1.478 2.301 0.429
9 C 1.849 -5.980 -1.693
10 C -0.137 -4.662 4.679
11 H 1.398 -1.632 4.335
12 H -2.593 -1.670 -1.688
13 C -1.403 -5.309 -0.623
14 C 0.809 -1.027 2.365
15 H 4.892 -1.440 -1.070
16 C -0.410 4.116 1.198
17 F -4.237 -5.500 -2.894
18 F -0.236 -4.793 5.994
19 C 4.211 -4.859 -0.845
20 C -2.781 0.854 -1.147
21 F 2.259 -5.274 2.091
22 H -2.749 -0.688 3.859
23 C -1.533 -0.469 2.103
24 F -4.563 -7.821 -1.531
25 C -3.550 -7.021 -1.241
26 N -2.216 -0.167 -0.236
27 F -2.146 -3.574 1.918
28 Br 1.429 6.197 1.790
29 F -2.788 -8.516 0.406
30 C -2.647 -7.370 -0.250
31 C 1.874 3.566 0.840
32 Br 6.566 0.769 0.045
33 N 0.179 1.946 0.340
34 F 0.735 -6.561 -2.150
35 H -0.871 -1.402 5.287
36 F 5.352 -4.309 -0.422
37 C -2.850 -1.450 -0.656
38 H -2.685 1.149 1.341
39 H -3.873 0.811 -1.130
40 C 4.237 -0.651 -0.733
41 C 0.921 4.487 1.231
42 F 3.011 -3.438 0.559
43 F 2.056 -5.503 4.715
44 C -3.379 -5.835 -1.934
45 F -0.719 -6.920 0.962
46 C 2.995 -4.418 -0.367
47 C -1.200 -4.170 3.946
48 C 4.239 -5.892 -1.771
49 C 0.098 -4.308 1.889
50 F -2.204 -3.888 -2.351
51 H -1.198 4.788 1.503
52 S 0.049 -2.256 -1.185
53 C 3.051 -6.459 -2.196
54 H -1.754 2.571 0.693
55 H -2.442 0.637 -2.159
56 C -0.245 -0.591 1.577
57 C 1.784 -4.949 -0.773
58 H 1.800 -1.151 1.950
59 C 0.578 -1.304 3.708
60 F 3.066 -7.447 -3.081
61 H -2.464 1.857 -0.881
62 H 2.431 -1.690 -1.278
63 Ge 0.115 -4.183 -0.079
64 H -2.499 -2.252 -0.026
65 H -3.593 -0.336 1.386
66 H -3.932 -1.336 -0.554
67 C 1.125 -4.842 2.654
68 H 2.916 3.842 0.856
69 C 1.034 -5.007 4.026
70 C -0.719 2.853 0.743
71 F 5.397 -6.329 -2.241
72 C -2.314 -5.006 -1.624
73 N 1.992 0.116 -0.427
74 C -1.753 -0.771 3.440
75 C -0.695 -1.174 4.244
76 H 4.212 2.411 0.642
77 C 2.869 -0.805 -0.840
78 C -1.598 -6.516 0.031

***

[2]
Computed, not measured: a structure of composition C37H21Br2F4O6PSTi in a non-equilibrium geometry, with ωB97M-V/def2-TZVPD.

For the lowest unoccupied orbital energy (alpha / beta), the calculation gives 1.9 / 1.9 eV. Its expectation value of S² is 0.754. For the HOMO energy (alpha / beta), the calculation gives -4.59 / -5.46 eV. As for the frontier orbital gap (alpha / beta): 6.512 / 7.377 eV. The energy is -9010.73474 a.u. As for the net charge: -1. As for the spin multiplicity: 2.

Element x y z (Å)
1 C 1.343 2.255 1.037
2 H 2.990 1.673 -0.219
3 C 2.404 3.894 -3.962
4 H -4.287 4.065 -1.014
5 C 2.218 -1.483 2.587
6 C 1.876 2.430 3.388
7 H 3.909 2.022 3.938
8 H -2.241 -3.671 -4.098
9 C 2.536 4.484 -2.731
10 H 4.614 1.558 1.603
11 H -0.813 -0.562 4.822
12 C 1.842 3.959 -1.644
13 Ti -0.802 -0.682 -0.679
14 C -3.078 -7.577 -1.785
15 O -2.524 0.140 -1.013
16 Br -0.292 0.879 -3.376
17 H 4.169 -1.762 -0.181
18 C -2.635 -5.503 -3.057
19 H 4.258 -2.117 2.253
20 O -1.868 -2.050 0.132
21 H -2.678 -7.512 0.076
22 F 1.439 2.282 -5.335
23 C -3.149 -2.045 -0.202
24 C 2.275 -1.665 3.995
25 C 3.591 1.838 1.821
26 H -0.077 2.746 2.575
27 C -3.077 5.378 0.184
28 O -3.652 -8.147 -2.672
29 H 1.248 -1.531 5.852
30 S -0.318 -2.213 -2.536
31 O -3.947 -2.915 0.012
32 C -0.031 -0.663 2.856
33 C -2.381 -6.264 -1.924
34 H -3.333 -5.882 -3.793
35 F 1.996 4.620 -0.489
36 H -2.560 2.316 -1.171
37 H -1.222 -6.348 -0.092
38 C 2.671 1.914 0.789
39 O -3.065 -8.142 -0.545
40 C -3.327 4.222 -0.538
41 Br -1.571 0.221 2.192
42 C 3.293 -1.570 0.431
43 C 0.886 2.294 -3.021
44 C -2.351 3.237 -0.642
45 C -2.021 -4.273 -3.225
46 C 3.195 2.095 3.128
47 C -1.125 -3.775 -2.277
48 P 0.115 2.096 -0.307
49 C 0.954 2.508 2.349
50 H -1.644 6.460 1.367
51 C 1.204 -1.377 4.781
52 C -0.865 4.582 0.697
53 F 3.316 5.559 -2.584
54 C -3.547 -0.725 -0.961
55 H -3.842 6.140 0.270
56 C 1.034 -1.014 1.965
57 H -0.147 -4.201 -0.422
58 H 2.092 -1.016 -1.259
59 O -4.632 -0.544 -1.432
60 C 2.088 -1.139 -0.181
61 F 3.062 4.387 -5.017
62 C -1.845 5.558 0.803
63 C -1.477 -5.781 -0.983
64 C -0.846 -4.562 -1.161
65 H 3.195 -2.036 4.433
66 C 1.035 2.846 -1.758
67 C -1.113 3.414 -0.023
68 C 1.569 2.804 -4.114
69 C 3.351 -1.761 1.776
70 H 1.550 2.616 4.404
71 C 0.025 -0.844 4.200
72 H 0.097 4.735 1.169
73 C 0.942 -0.880 0.540

***

[3]
Computed, not measured: a structure of composition C37H24BrCaF7N9S2 in a non-equilibrium geometry, with ωB97M-V/def2-TZVPD.

For the lowest unoccupied orbital energy (alpha / beta), the calculation gives -5.9 / -5.9 eV. For the HOMO energy (alpha / beta), the calculation gives -10.04 / -10.04 eV. As for the frontier orbital gap (alpha / beta): 4.173 / 4.175 eV. The energy is -6664.04119 a.u. As for the net charge: +1.

Element x y z (Å)
1 H -3.228 2.698 -1.217
2 N -2.645 0.995 1.534
3 C 2.574 -4.559 2.222
4 H -3.057 -2.559 -1.786
5 C 5.957 -5.738 3.456
6 F 2.127 4.885 -3.566
7 C 4.013 -3.590 3.923
8 H -1.458 -4.641 -0.971
9 C 4.525 -6.699 1.812
10 H -0.021 3.770 -3.544
11 C -4.094 2.107 -0.945
12 C -3.366 -0.819 -3.870
13 C -4.989 0.035 -0.602
14 C -2.111 -2.143 -2.125
15 C 0.290 2.972 -2.885
16 C -2.437 1.652 2.492
17 C 0.160 -1.088 2.314
18 C 0.331 -1.400 -3.236
19 H -4.854 -1.041 -0.600
20 C 3.809 -4.641 2.959
21 H 1.211 -2.701 -1.780
22 S -2.159 2.553 3.786
23 C 0.285 -2.271 -2.148
24 C 4.717 -5.655 2.763
25 F 3.415 3.209 -4.027
26 H -5.333 3.811 -0.549
27 H -3.566 0.230 -3.646
28 C 0.705 5.798 1.426
29 C -5.269 2.733 -0.573
30 H 2.443 -1.006 -3.137
31 C 1.647 -1.064 -3.878
32 H 0.911 7.209 3.062
33 N 6.986 -5.834 3.959
34 C -2.090 -1.278 -3.218
35 N 4.421 -7.544 1.041
36 C 1.628 2.815 -2.547
37 C 2.005 1.765 -1.734
38 F 5.085 -3.626 4.683
39 H 3.041 1.612 -1.464
40 N -0.577 -0.966 1.433
41 H 1.917 -1.848 -4.589
42 N -0.277 1.090 -1.525
43 Br -7.627 -0.559 0.272
44 H 1.603 -0.120 -4.420
45 Ca -1.800 -0.024 -0.201
46 N 0.670 4.548 1.021
47 H -3.289 -0.920 -4.953
48 H 1.209 3.112 3.884
49 C -0.859 -0.909 -3.754
50 C 1.077 5.161 3.660
51 N 1.061 3.889 3.237
52 S 0.826 1.952 1.446
53 N -3.947 0.780 -0.964
54 C 2.674 3.774 -3.058
55 N 1.470 0.502 5.111
56 C -0.620 2.086 -2.344
57 H -0.837 -0.257 -4.621
58 C 0.899 6.173 2.764
59 F 2.274 -5.488 1.338
60 C 1.964 -2.432 3.272
61 H 1.232 5.327 4.717
62 C 1.156 -1.303 3.315
63 C 1.013 0.934 -1.239
64 H 0.568 6.548 0.655
65 C -6.357 1.956 -0.209
66 H -1.672 2.168 -2.589
67 C -0.926 -2.670 -1.598
68 C 0.850 3.563 1.925
69 C 1.704 -3.544 2.397
70 H -4.218 -1.410 -3.538
71 H 0.013 -4.031 -0.229
72 F 0.560 -3.597 1.736
73 H -1.562 -3.438 0.320
74 C -0.986 -3.750 -0.552
75 F 3.433 -1.606 4.934
76 C -6.204 0.580 -0.224
77 H -7.290 2.408 0.098
78 C 3.152 -2.560 4.065
79 F 3.509 4.138 -2.075
80 C 1.332 -0.305 4.309
81 H 1.270 0.090 -0.611

***

[4]
Computed, not measured: a structure of composition C37H24CaCl2N5O6PS2, with ωB97M-V/def2-TZVPD.

For the lowest unoccupied orbital energy, the calculation gives 3.5 eV. For the HOMO energy, the calculation gives -2.67 eV. As for the frontier orbital gap: 6.189 eV. The energy is -4885.64481 a.u. As for the net charge: -2.

Element x y z (Å)
1 N -0.881 2.392 -0.061
2 C -3.283 -4.064 -0.903
3 O -4.151 -1.750 0.293
4 H 0.306 -4.314 -2.293
5 Cl 5.879 1.208 -3.778
6 H -3.653 4.243 0.292
7 C 1.025 2.519 -1.691
8 H 4.278 -2.132 -0.614
9 H 0.237 1.881 -5.015
10 C -2.143 4.558 -1.227
11 C -1.635 5.246 -5.080
12 C -0.290 2.827 -5.048
13 C -5.147 2.181 -5.158
14 C 2.842 -0.587 -0.912
15 C -2.706 3.927 -0.124
16 C -1.174 -3.031 -1.393
17 H 0.302 6.152 -5.281
18 N -1.046 -6.613 -2.424
19 C -2.341 4.057 -4.932
20 C -0.696 -4.232 -1.902
21 H 1.496 3.981 -5.228
22 N 1.861 -1.097 -0.046
23 O 0.094 -6.661 -2.839
24 C 2.045 -2.102 0.802
25 C -0.340 2.993 -1.131
26 O 3.036 -2.816 1.012
27 H 3.320 2.096 -2.969
28 H -2.651 5.388 -1.703
29 C 0.415 4.009 -5.174
30 C -6.399 2.612 -4.748
31 C -5.822 2.108 -2.474
32 C -3.034 -1.669 -0.220
33 P -2.529 1.215 -4.782
34 H -2.448 2.300 1.261
35 H -7.723 2.905 -3.080
36 C -1.246 -1.854 2.538
37 S -1.693 0.173 -3.314
38 H -2.312 -3.314 3.681
39 H -7.114 2.964 -5.483
40 C 4.060 -1.216 -1.138
41 C -2.839 -5.271 -1.412
42 H -0.474 -2.201 -1.435
43 Cl 6.502 -1.526 -2.245
44 C 2.564 0.655 -1.593
45 H -4.280 -3.958 -0.496
46 H -0.492 -5.020 3.407
47 C -0.398 -4.033 2.971
48 C -0.255 5.227 -5.195
49 C -6.740 2.579 -3.401
50 H -6.081 2.052 -1.423
51 H -2.172 6.189 -5.086
52 H -3.847 1.301 -2.170
53 C -1.679 2.835 -4.922
54 N -0.170 -1.531 1.823
55 Ca -0.191 0.024 -0.176
56 H -4.881 2.174 -6.209
57 C -4.565 1.686 -2.886
58 C 4.995 -0.676 -2.016
59 C -4.213 1.726 -4.231
60 C 4.726 0.502 -2.674
61 C -1.543 -5.324 -1.895
62 O 1.640 3.346 -2.372
63 H -0.447 4.547 -2.573
64 H 1.542 -4.383 2.066
65 H -3.465 -6.149 -1.435
66 C 0.721 -3.700 2.231
67 C -1.407 -3.093 3.133
68 H -2.024 -1.101 2.593
69 S -2.667 0.461 -6.614
70 C 0.798 -2.437 1.652
71 C -0.939 4.100 -1.721
72 C 3.522 1.165 -2.463
73 N 1.358 1.288 -1.321
74 O -2.260 -0.668 -0.204
75 O -1.809 -7.563 -2.423
76 H -3.418 4.094 -4.829
77 C -2.465 -2.936 -0.881
78 C -2.035 2.849 0.422

***

[5]
Computed, not measured: a structure of composition C37H24N10SeSr in a non-equilibrium geometry, with ωB97M-V/def2-TZVPD.

For the lowest unoccupied orbital energy (alpha / beta), the calculation gives -1.2 / -1.2 eV. For the HOMO energy (alpha / beta), the calculation gives -6.07 / -6.07 eV. As for the frontier orbital gap (alpha / beta): 4.881 / 4.884 eV. The energy is -4404.26100 a.u.

Element x y z (Å)
1 H -4.992 -3.784 -4.681
2 C 1.493 1.842 -3.777
3 N 1.708 2.910 -0.398
4 H 0.018 -3.174 4.018
5 H 2.169 5.344 1.224
6 C -2.248 -1.731 -1.432
7 C 0.695 0.853 -3.041
8 C -0.582 -0.738 6.227
9 H -4.901 -2.975 1.630
10 H -1.611 -2.456 4.014
11 H 1.658 6.587 3.318
12 C 1.122 2.639 0.774
13 C 3.058 3.973 -4.542
14 Se 1.905 -1.339 3.105
15 H -5.929 -2.773 3.885
16 C 1.558 2.224 -1.519
17 C -3.403 -0.544 4.309
18 N -0.142 -1.435 5.121
19 C -4.150 -3.171 -4.387
20 H 0.259 5.573 5.068
21 N 0.820 1.095 -1.714
22 C 2.040 2.698 -2.822
23 N 1.198 0.233 5.392
24 H 3.673 4.801 -4.866
25 H -1.007 -3.291 5.471
26 H 3.089 0.616 4.656
27 C 1.577 4.898 2.011
28 H -1.648 -1.334 -5.810
29 C 2.826 3.780 -3.190
30 N -1.530 -0.530 1.169
31 N -2.841 -1.966 -0.273
32 C 2.504 3.116 -5.502
33 C 0.255 0.304 6.396
34 H -2.995 0.152 5.030
35 C 0.290 3.031 2.871
36 C -3.351 -1.558 2.102
37 C 0.483 5.004 4.176
38 C -4.519 -1.311 4.589
39 C -5.051 -2.194 3.634
40 N 0.426 1.538 1.134
41 Sr 0.474 -0.489 -0.026
42 H -4.504 -3.405 -2.272
43 C 1.077 3.608 1.874
44 C -3.885 -2.970 -3.044
45 C 2.334 1.129 5.244
46 H -0.670 3.285 4.782
47 C 0.935 -0.819 4.589
48 H 0.277 1.077 7.141
49 H -5.000 -1.225 5.555
50 N -1.003 0.957 2.994
51 C -1.665 -0.049 2.433
52 C -0.731 -2.668 4.623
53 C -2.533 -1.397 0.898
54 C -0.032 3.729 4.029
55 C -2.789 -2.184 -2.716
56 C -1.990 -1.610 -3.704
57 C -0.118 1.723 2.367
58 H 2.697 3.304 -6.550
59 N -0.092 -0.039 -3.636
60 C -2.265 -1.795 -5.051
61 H 2.041 2.044 4.737
62 C -4.483 -2.317 2.379
63 C -2.814 -0.694 3.058
64 H -3.595 -2.758 -6.420
65 C -0.967 -0.823 -3.004
66 H 2.725 1.359 6.234
67 H -1.435 -1.055 6.796
68 N -1.142 -0.968 -1.671
69 C 1.708 2.045 -5.133
70 C -3.351 -2.589 -5.380
71 H 3.235 4.445 -2.444
72 H 1.265 1.387 -5.867
73 C 1.283 5.582 3.176

***

[6]
Computed, not measured: a structure of composition C37H26HfN3O2S2Te in a non-equilibrium geometry, with ωB97M-V/def2-TZVPD.

For the lowest unoccupied orbital energy, the calculation gives -3.9 eV. For the HOMO energy, the calculation gives -11.06 eV. As for the frontier orbital gap: 7.194 eV. The energy is -2852.54432 a.u. As for the net charge: +1.

Element x y z (Å)
1 C -3.541 -3.188 4.286
2 C -3.843 -2.929 5.623
3 C 6.183 -1.062 -0.490
4 H -5.165 0.377 -5.552
5 C 4.859 -1.005 -0.158
6 C -3.807 -1.599 6.084
7 C 4.390 -1.337 -2.497
8 Hf -0.300 -1.080 0.472
9 S 0.073 1.129 1.187
10 H 6.020 -1.519 -3.768
11 H 2.321 3.056 -4.108
12 H -3.576 -0.941 -4.200
13 C -2.163 0.187 -1.989
14 C 1.454 0.729 2.303
15 C -3.988 -0.826 1.036
16 H -4.206 -0.831 -1.066
17 C 3.886 -1.168 -1.216
18 C -5.188 2.065 -4.340
19 H 3.803 -1.502 -3.404
20 H -5.008 -1.088 1.215
21 N -2.341 -0.226 -0.776
22 C 1.551 2.521 -4.637
23 H -1.099 1.966 -3.727
24 O -0.166 -1.700 -1.399
25 C 5.723 -1.473 -2.713
26 N 5.500 0.141 5.749
27 C 6.649 -1.273 -1.770
28 H 4.563 -0.932 0.852
29 C 3.714 0.184 3.858
30 H 0.773 3.256 -4.923
31 C 2.448 -0.895 -0.980
32 C 0.201 -0.561 -1.998
33 C 4.763 0.107 4.887
34 C 4.372 2.576 3.560
35 H 1.991 2.079 -5.524
36 N 5.070 3.443 3.777
37 H -2.550 0.009 3.391
38 H -5.857 2.606 -4.939
39 C 2.817 -0.789 3.526
40 S 0.407 -1.812 2.772
41 C 1.052 1.468 -3.698
42 Te -2.925 -2.534 1.464
43 O 1.947 -1.073 0.142
44 C -4.816 0.788 -4.623
45 C -0.335 1.222 -3.386
46 H -4.246 -3.681 6.273
47 H -4.202 0.770 -0.408
48 H 2.952 -1.816 3.853
49 C 3.550 1.430 3.230
50 H -3.110 0.465 5.563
51 C 1.949 0.849 -2.876
52 C -3.855 0.094 -3.897
53 H -3.706 -4.169 3.880
54 C -0.794 0.266 -2.494
55 C -3.252 0.799 -2.800
56 H 6.885 -0.970 0.282
57 C -3.755 -0.244 -0.338
58 C 1.663 -0.544 2.795
59 C -3.605 2.106 -2.514
60 H 7.758 -1.339 -1.903
61 H -4.799 3.782 -2.985
62 H 3.046 1.216 -2.796
63 C 2.478 1.689 2.356
64 C -2.958 -0.828 3.966
65 H 2.359 2.668 1.882
66 C -4.593 2.703 -3.252
67 C -3.093 -2.127 3.489
68 C -3.351 -0.584 5.267
69 H -4.010 -1.426 7.111
70 H -3.609 -0.061 1.769
71 C 1.631 -0.205 -2.040
72 H -2.989 2.589 -1.713

***

Values for ΔE to the lowest compared entry with this formula, charge and spin, kJ/mol, ordered as above
0.00, 74.26, 244.80, 0.00, 62.78, 94.35